(1)
85
Properties=species:S:1:pos:R:3 method="wB97M-V/def2-TZVPD" s_squared=6.05 max_force_ha_per_bohr=0.0418 spin_multiplicity=5 homo_lumo_gap_ev="7.0723 / 5.0841" charge=+1
Ir -0.073 -2.037 -0.945
C -2.564 5.539 -2.285
O -2.399 4.307 -1.611
C -3.294 3.938 -0.660
C -4.365 4.696 -0.209
C -5.179 4.210 0.802
C -4.971 2.946 1.328
C -3.937 2.156 0.858
C -3.072 2.653 -0.107
N -2.005 1.949 -0.662
C -1.439 0.771 -0.307
N -1.487 0.435 0.998
C -1.127 -0.731 1.666
C -0.410 -1.795 1.097
C -0.056 -2.862 1.930
C -0.439 -2.898 3.254
C -1.209 -1.874 3.795
C -1.548 -0.782 3.022
O -2.295 0.282 3.441
C -2.939 0.223 4.701
N -0.794 0.047 -1.195
C -0.870 0.347 -2.564
C 0.329 0.406 -3.284
C 0.348 0.778 -4.611
C -0.843 1.097 -5.251
C -2.042 0.972 -4.576
C -2.087 0.578 -3.241
O -3.319 0.542 -2.641
C -3.736 -0.635 -1.968
H -1.673 5.645 -2.903
H -2.623 6.379 -1.586
H -3.455 5.522 -2.919
H -4.575 5.661 -0.644
H -5.989 4.818 1.168
H -5.622 2.556 2.094
H -3.847 1.143 1.217
H -1.752 2.298 -1.582
H -1.888 1.131 1.618
H 0.521 -3.687 1.533
H -0.160 -3.735 3.874
H -1.530 -1.949 4.820
H -2.222 0.099 5.517
H -3.671 -0.589 4.734
H -3.445 1.182 4.806
H 1.246 0.176 -2.758
H 1.284 0.822 -5.145
H -0.834 1.419 -6.281
H -2.981 1.158 -5.071
H -4.799 -0.489 -1.782
H -3.223 -0.791 -1.012
H -3.601 -1.520 -2.594
C 2.869 -0.965 3.568
C 3.930 -1.873 2.947
N 5.002 -1.128 2.330
C 5.976 -0.495 3.212
C 5.803 1.015 3.301
C 5.209 -0.996 1.007
O 6.132 -0.356 0.541
C 4.292 -1.711 0.041
C 4.893 -2.497 -0.941
C 4.094 -3.126 -1.880
C 2.725 -2.943 -1.821
N 2.148 -2.144 -0.922
C 2.918 -1.529 -0.020
H 2.053 -1.574 3.949
H 2.475 -0.273 2.828
H 3.284 -0.389 4.391
H 3.476 -2.523 2.199
H 4.357 -2.510 3.728
H 6.972 -0.715 2.819
H 5.880 -0.940 4.202
H 5.921 1.459 2.319
H 6.563 1.421 3.961
H 4.826 1.281 3.693
H 5.967 -2.583 -0.977
H 4.517 -3.734 -2.662
H 2.077 -3.430 -2.536
H 2.415 -0.847 0.649
O -1.464 -3.249 -1.889
N -0.409 -3.127 -2.646
C -0.456 -2.706 -3.917
C 0.752 -2.533 -4.602
N 1.757 -2.352 -5.132
C -1.649 -2.369 -4.568
N -2.647 -2.067 -5.053

=====

(2)
7
Properties=species:S:1:pos:R:3 method="wB97M-V/def2-TZVPD" max_force_ha_per_bohr=0.1161 homo_lumo_gap_ev="4.1575 / 4.1267" relative_energy_kj_mol=283.4 charge=0
C 0.963 0.010 0.738
C 0.373 -0.546 -0.196
C -0.552 -1.018 -1.142
Cl -0.538 -0.574 -2.718
Br -3.721 0.285 -2.596
H 1.562 0.244 1.505
H -1.358 -1.629 -0.914

=====

(3)
8
Properties=species:S:1:pos:R:3 method="wB97M-V/def2-TZVPD" max_force_ha_per_bohr=0.0044 homo_lumo_gap_ev=10.5980 relative_energy_kj_mol=387.2 charge=0
O -1.057 -1.610 0.780
C -0.439 -0.534 0.506
N -0.630 -0.252 -0.773
O 0.330 0.701 -1.114
C 0.867 1.001 0.078
N 0.458 0.321 1.103
H -1.126 -1.429 -0.650
H 1.597 1.803 0.069

=====

(4)
16
Properties=species:S:1:pos:R:3 method="wB97M-V/def2-TZVPD" max_force_ha_per_bohr=0.0928 homo_lumo_gap_ev=10.0358 relative_energy_kj_mol=179.4 charge=+1 smiles=Br[C@H]1C[C@@]12CC[NH2+]2
C -0.146 -0.207 -1.355
C 0.974 1.599 0.538
C -1.067 -1.110 -0.562
C 2.017 0.520 0.604
C 0.436 0.363 -0.084
N -0.552 -0.520 0.717
Br 3.381 0.261 -0.747
H 0.475 -0.614 -2.009
H -0.615 0.455 -1.987
H 0.613 2.095 1.441
H 1.182 2.350 -0.150
H -2.193 -0.809 -0.561
H -0.761 -2.148 -0.473
H 2.012 0.142 1.589
H -1.237 -0.104 1.400
H -0.141 -1.084 1.427

=====

(5)
6
Properties=species:S:1:pos:R:3 method="wB97M-V/def2-TZVPD" max_force_ha_per_bohr=0.0844 homo_lumo_gap_ev="9.3471 / 7.2666" relative_energy_kj_mol=106.5 charge=0
C 1.292 0.856 -0.263
N -0.910 -2.115 0.435
O 1.426 1.850 0.262
O -1.521 -1.223 0.792
O 1.419 -0.156 -0.745
Br -1.706 0.787 -0.480

=====

(6)
13
Properties=species:S:1:pos:R:3 method="wB97M-V/def2-TZVPD" max_force_ha_per_bohr=0.0191 homo_lumo_gap_ev="7.5922 / 8.7447" relative_energy_kj_mol=233.7 charge=0
C -0.900 -0.971 1.055
C -0.254 0.189 1.772
C 0.112 -0.346 -1.759
C -2.006 -0.654 0.178
O -0.553 -2.129 1.204
Cl -2.937 -1.890 -0.531
Br -2.687 1.091 0.031
H 0.611 -0.179 2.319
H -0.954 0.629 2.477
H 0.056 0.964 1.076
H 0.681 -1.149 -1.336
H -0.558 -0.550 -2.568
H 0.363 0.667 -1.521

=====

(7)
16
Properties=species:S:1:pos:R:3 method="wB97M-V/def2-TZVPD" max_force_ha_per_bohr=0.0156 homo_lumo_gap_ev=9.4011 relative_energy_kj_mol=330.1 charge=0
C 1.501 0.376 -1.210
C -0.008 0.552 -1.394
C -0.788 0.596 -0.087
C -0.651 -0.690 0.692
C -0.895 -0.857 3.072
O -1.390 -0.487 1.931
H 1.759 -0.589 -0.760
H 1.916 1.162 -0.567
H 2.014 0.429 -2.174
H -0.402 -0.266 -2.010
H -0.203 1.480 -1.940
H -1.850 0.798 -0.264
H -0.418 1.402 0.560
H -1.004 -1.581 0.153
H -0.002 -1.483 2.775
H 0.376 -0.850 1.011

=====

(8)
42
Properties=species:S:1:pos:R:3 method="wB97M-V/def2-TZVPD" max_force_ha_per_bohr=0.0231 homo_lumo_gap_ev=6.1544 relative_energy_kj_mol=15.9 charge=+1
Br 4.482 -1.601 -5.133
C 3.182 -1.429 -3.775
C 1.903 -0.923 -4.072
C 0.978 -0.715 -3.052
C 1.293 -1.037 -1.707
C 0.320 -0.928 -0.665
C 0.409 -1.657 0.510
C -0.553 -1.583 1.510
C -0.360 -2.137 2.809
C -1.429 -2.232 3.741
C -1.211 -2.693 5.036
C 0.079 -3.090 5.436
Br 0.404 -3.665 7.201
C 1.143 -3.050 4.520
C 0.926 -2.582 3.228
C 2.597 -1.543 -1.430
C 3.522 -1.747 -2.449
H 1.651 -0.687 -5.100
H -0.015 -0.319 -3.270
H -0.561 -0.315 -0.820
H 1.242 -2.359 0.623
H -1.501 -1.092 1.281
H -2.428 -1.927 3.422
H -2.027 -2.744 5.749
H 2.136 -3.371 4.815
H 1.763 -2.523 2.533
H 2.868 -1.776 -0.400
H 4.506 -2.140 -2.215
C -2.469 5.608 -1.452
C -1.985 4.187 -1.349
C -0.697 3.906 -0.880
C -0.275 2.573 -0.793
N -1.059 1.550 -1.137
C -2.289 1.806 -1.594
C -2.793 3.104 -1.715
H -3.493 5.645 -1.837
H -2.455 6.106 -0.474
H -1.830 6.198 -2.123
H -0.004 4.687 -0.574
H 0.727 2.320 -0.436
H -2.892 0.939 -1.875
H -3.807 3.236 -2.090